[1]
DFT (wB97M-V/def2-TZVPD) results for a cluster of 2 separate species, C3H12NO in total.

Calculated values
spin multiplicity	1
orbital gap	11.648	eV
total charge	+1
F_max	0.0104	hartree/bohr

Each line ends with the Mulliken charge.
Atoms and positions in Å:
C  -0.0073  1.7045  -1.3378  -1.496
C  -0.3279  1.0418  -0.0229  0.889
C  0.8926  0.7064  0.7972  -1.556
O  -1.0810  -0.2078  -0.2792  -0.658
H  -0.9007  1.9293  -1.9121  0.437
H  0.6357  1.0680  -1.9395  0.412
H  0.5198  2.6384  -1.1860  0.383
H  -1.0117  1.6542  0.5652  0.171
H  1.4090  1.6198  1.0841  0.408
H  1.6037  0.1060  0.2282  0.318
H  0.6110  0.2144  1.7292  0.386
H  -1.3790  -0.1820  -1.1960  0.315
N  -0.2081  -2.4773  0.6881  -0.454
H  -0.2732  -3.2904  0.0756  0.380
H  0.7776  -2.3443  0.9190  0.391
H  -0.5336  -1.5337  0.2369  0.292
H  -0.7269  -2.6474  1.5501  0.382

[2]
DFT (wB97M-V/def2-TZVPD) results for the ion C5H8N with charge +1 at a distorted geometry.

Calculated values
spin multiplicity	1
orbital gap	9.455	eV
total charge	+1
structure (SMILES)	C=C=C/C=[NH+]/C
F_max	0.1746	hartree/bohr

Each line ends with the Mulliken charge.
Atoms and positions in Å:
C  0.2944  1.5251  -2.8603  -0.467
C  0.2690  0.3745  -2.2656  0.202
C  0.2991  -0.6882  -1.4999  -0.447
C  0.0184  -0.4242  0.1864  0.151
N  -0.1370  -1.0322  1.4460  -0.102
C  -0.4360  -0.2840  2.6074  -0.782
H  -0.4986  1.7134  -3.5585  0.273
H  1.2247  2.1190  -2.8816  0.281
H  0.7894  -1.5693  -1.6755  0.397
H  0.0874  0.6730  0.5602  0.253
H  -0.0522  -1.9836  1.3841  0.261
H  -1.4879  0.1191  2.4906  0.367
H  -0.6089  -1.1350  3.3267  0.316
H  0.2381  0.5924  2.7400  0.296

[3]
DFT (wB97M-V/def2-TZVPD) results for a cluster of 2 separate species, C4H12O in total at a distorted geometry.

Calculated values
spin multiplicity	1
orbital gap	11.340	eV
structure (SMILES)	CCO.CC
F_max	0.0342	hartree/bohr

Each line ends with the Mulliken charge.
Atoms and positions in Å:
C  2.4260  1.3723  0.1316  -1.020
C  0.8947  1.4357  -0.0638  0.073
O  0.2017  1.5105  1.1795  -0.544
H  2.7307  1.7798  1.0864  0.292
H  2.8863  1.8650  -0.7231  0.319
H  2.6973  0.3152  0.0671  0.292
H  0.5838  2.3539  -0.5729  0.291
H  0.4881  0.6356  -0.6880  -0.029
H  0.3902  0.7084  1.6773  0.300
C  -1.2061  -1.8315  -0.7633  -0.837
C  -2.1814  -1.2406  0.2501  -0.667
H  -1.0533  -1.0636  -1.5322  0.241
H  -0.1738  -1.8490  -0.3883  0.244
H  -1.4548  -2.7805  -1.2229  0.323
H  -1.7673  -0.3163  0.6581  0.174
H  -3.1322  -1.0272  -0.2266  0.273
H  -2.3300  -1.8674  1.1311  0.274

[4]
DFT (wB97M-V/def2-TZVPD) results for a cluster of 2 separate species, CH4NOPS2 in total at a distorted geometry.

Calculated values
spin multiplicity	1
orbital gap	8.609	eV
structure (SMILES)	NP=S.O=CS
F_max	0.0663	hartree/bohr

Each line ends with the Mulliken charge.
Atoms and positions in Å:
N  -1.7557  0.8701  -1.9307  -0.492
P  -1.1404  0.4721  -0.4313  0.279
S  -0.9297  1.9667  0.7278  -0.322
H  -1.8899  1.9744  -1.9741  0.269
H  -2.1525  0.1330  -2.5557  0.278
O  2.8006  -0.3860  1.1194  -0.418
C  2.0282  -1.2417  0.8845  0.118
S  0.4779  -1.4361  1.5770  -0.232
H  2.1201  -1.9248  0.0853  0.335
H  0.4414  -0.4276  2.4979  0.185

The evaluated energy relative to the best compared isomer or geometry (same formula, charge and spin) for the records listed, in turn: 32.1 447.3 61.1 105.5 kJ/mol.